Computed, not measured: a molecular structure, C37H32BaN7O4P2, with ωB97M-V/def2-TZVPD.

The value obtained for the frontier orbital gap is 0.2908 hartree. For the energy above the lowest of the compared OMol25 structures with the same formula, charge and spin, the calculation gives 0.0 kJ/mol. Its LUMO energy is -2.1 eV. As for the charge: +1.

```
83
Properties=species:S:1:pos:R:3:forces:R:3:lowdin_charge:R:1
C -0.563463 -4.354395 -0.875052 0.0 0.0 0.0 -0.054
H 5.080042 -1.044108 7.049488 0.0 0.0 0.0 0.105
C -4.907652 1.443117 1.065455 0.0 -0.1 0.0 -0.145
C 2.612459 2.004109 -3.938160 0.0 0.0 0.0 -0.088
H -4.871213 2.921883 5.473983 0.0 0.0 0.0 0.119
C -1.199431 2.604079 4.808036 -0.1 0.0 0.0 -0.099
H 3.435699 -2.867540 6.767715 0.0 0.0 0.0 0.107
H 3.595131 3.023144 -5.544813 0.0 0.0 0.0 0.111
C -1.190924 -3.464493 -0.018586 0.0 0.0 0.0 -0.047
H -4.983658 1.051756 0.063668 0.0 0.0 0.0 0.133
O 1.024565 1.089650 -0.402763 -0.2 0.2 0.1 -0.545
C 2.098257 -0.599379 4.667112 0.0 0.1 0.1 -0.170
H 1.761548 -1.212619 0.338562 0.0 0.0 0.0 0.104
N -5.539139 2.311067 2.990368 0.0 -0.3 0.1 0.136
C -3.038948 1.091293 -4.204188 0.0 0.0 0.0 -0.079
H 3.862968 -3.152017 -3.699965 0.0 0.0 0.0 0.110
H 2.846562 -3.428832 0.452409 0.0 0.0 0.0 0.115
H -0.307260 -5.347804 -0.530790 0.0 0.0 0.0 0.114
H 4.798194 1.069053 5.802077 0.0 0.0 0.0 0.106
C -2.687917 -0.133510 -3.633467 0.0 0.0 0.0 -0.274
H -0.140691 2.473691 4.623699 0.0 0.0 0.0 0.096
C 3.006946 0.436731 4.818354 0.0 -0.1 0.0 -0.018
H -3.011322 -2.259649 -3.664171 0.0 0.0 0.0 0.103
H 0.270327 -0.023479 -3.796610 0.0 0.0 0.0 0.078
P -1.554261 -0.120373 -2.242394 0.0 -0.1 -0.3 0.706
C 2.182835 -0.950281 -1.750824 0.0 0.1 -0.1 -0.279
Ba -0.939467 1.064869 1.314548 0.0 0.2 0.5 1.958
H -0.243055 1.581086 -3.260595 0.0 0.0 0.0 0.082
N -2.982894 3.128933 6.289942 0.0 0.0 0.0 0.100
C 2.538660 1.823871 -2.558895 0.0 0.0 0.0 -0.279
N -5.949923 1.849276 1.796278 0.0 0.2 -0.1 0.037
C 3.397927 2.529454 -1.718952 0.0 0.0 0.0 -0.061
H 3.330604 2.394187 -0.646673 0.0 0.0 0.0 0.112
C -1.190378 -1.801759 -1.761136 0.0 0.0 -0.1 -0.299
C -3.262073 -1.306528 -4.111758 0.0 -0.1 0.0 -0.065
H -4.210972 2.087406 -5.692076 0.0 0.0 0.0 0.111
N -2.023502 2.329951 3.799532 0.0 0.0 0.1 0.041
H -6.928376 1.863766 1.559308 0.0 0.0 0.0 0.164
C 2.237845 -1.795274 5.364693 0.0 0.1 0.0 -0.021
C 4.396418 3.581805 -3.634090 0.0 0.0 0.0 -0.062
H -2.043738 -1.517372 0.187476 0.0 0.0 0.0 0.076
H 2.864153 1.350376 4.262671 0.0 0.0 0.0 0.106
C 4.083014 0.266405 5.679426 0.0 0.0 0.0 -0.076
P 1.407385 0.669418 -1.785047 0.1 -0.2 -0.1 0.730
H -0.294455 -2.410111 -3.630514 0.0 0.0 0.0 0.116
C -4.504353 -0.039881 -5.732704 0.0 0.0 0.0 -0.064
C -0.250020 -3.975188 -2.176912 0.0 0.0 0.0 -0.062
N 0.269126 -1.396909 3.469440 -0.2 -0.1 -0.1 -0.042
C 4.241539 -0.918132 6.377676 0.0 0.0 0.0 -0.086
C 3.411855 -3.430362 -1.618428 0.0 0.0 0.0 -0.066
C 4.323376 3.407589 -2.258838 0.0 0.0 0.0 -0.061
H -2.620254 2.014368 -3.819557 0.0 0.0 0.0 0.110
C 2.210231 -1.646213 -0.547003 0.0 0.0 0.0 -0.059
H 4.987578 3.957825 -1.606112 0.0 0.0 0.0 0.112
H 0.242523 -4.673062 -2.840826 0.0 0.0 0.0 0.114
C 2.824093 -2.888817 -0.484978 0.0 0.0 0.0 -0.059
H 5.119874 4.268158 -4.053552 0.0 0.0 0.0 0.112
O -0.637444 -1.127760 2.603029 0.1 -0.1 0.0 -0.394
C -4.168953 -1.257339 -5.161562 0.0 0.0 0.0 -0.063
C 3.318133 -1.943261 6.217749 0.0 0.0 0.0 -0.077
C -0.012551 0.567791 -2.920598 0.0 -0.1 -0.1 -0.286
C -3.330701 2.442565 4.046758 0.1 0.1 0.0 -0.206
C -4.241175 2.112787 2.943360 0.0 0.2 -0.1 -0.322
H -1.004211 3.232502 6.857986 0.0 0.0 0.0 0.114
C -1.518155 -2.194084 -0.472107 0.0 -0.1 0.2 -0.083
H 3.896135 -4.396851 -1.566249 0.0 0.0 0.0 0.111
N 0.995053 -0.395209 3.769114 0.0 -0.3 -0.1 -0.261
C -3.941356 1.136867 -5.251640 0.0 0.0 0.0 -0.067
O -2.069744 0.702039 -1.107473 -0.1 0.2 0.4 -0.516
H -5.210836 -0.003954 -6.551325 0.0 0.0 0.0 0.112
C 3.541550 2.882076 -4.473674 0.0 0.0 0.0 -0.067
C -0.553512 -2.700870 -2.618339 0.0 0.0 0.0 -0.093
H -4.614994 -2.171463 -5.529797 0.0 0.0 0.0 0.112
C 2.780064 -1.493514 -2.887101 0.0 0.0 0.0 -0.079
N -3.801380 1.585801 1.763120 0.1 0.0 -0.1 0.028
O 0.825555 0.769272 3.225509 0.0 0.4 -0.2 -0.335
C -3.807199 2.842294 5.291997 0.0 0.0 -0.1 -0.058
H 1.512634 -2.584177 5.240959 0.0 0.0 0.0 0.106
C 3.391272 -2.733355 -2.820744 0.0 0.0 0.0 -0.068
H -1.424302 -3.742181 1.000110 0.0 0.0 0.0 0.117
H 2.793049 -0.940050 -3.820316 0.0 0.0 0.0 0.106
H 1.945177 1.472531 -4.606210 0.0 0.0 0.0 0.101
C -1.684503 3.007313 6.045957 0.1 0.0 0.0 -0.095
```
Forces are in eV/Å.